[1]
ORCA calculation (the ωB97M-V functional and the def2-TZVPD basis) on a cluster of 8 separate species, C15H43B2F7O13P in total in a non-equilibrium geometry.

The geometry in XYZ format:
```
81
Properties=species:S:1:pos:R:3:forces:R:3
C -2.327539 -2.659060 3.570616 -0.249 0.157 -0.206
C -2.264566 -1.450159 2.672298 1.003 -0.548 0.145
O -2.496593 -1.858489 1.328139 -0.671 0.457 0.087
B -2.495507 -0.877426 0.373516 -0.494 0.270 -0.169
O -3.411366 -1.059505 -0.684102 0.306 -0.353 -0.079
P -1.264557 0.654184 0.303817 0.482 -0.006 0.399
C -2.683194 1.992899 0.340749 0.475 -0.488 -0.128
F -2.963891 2.481465 -0.906302 -0.139 0.280 -0.038
F -3.856170 1.429031 0.789271 -0.020 -0.091 0.139
C -2.488738 3.211112 1.260317 -0.694 0.438 0.032
F -2.521270 2.855192 2.577822 0.152 0.201 -0.694
F -3.555924 4.055564 1.057710 0.268 -0.204 0.165
C -1.232596 4.087811 1.009609 0.436 0.114 0.261
F -1.469768 5.332624 1.485244 0.223 -0.382 -0.182
F -0.944481 4.192582 -0.295519 -0.069 -0.007 0.670
F -0.157060 3.613274 1.672570 -0.524 0.260 -0.446
O -1.173479 0.493737 -1.451779 -0.173 -0.057 0.372
C 0.181537 0.436272 -1.772326 0.407 -0.287 -0.556
C 0.950631 -0.357618 -0.668017 0.277 0.369 -0.266
C 2.208163 0.339354 -0.132649 0.244 0.517 -0.028
B 2.284858 0.191744 1.423913 -0.122 -0.020 -0.047
O 2.538932 1.331613 2.200165 -0.149 0.014 -0.498
O 2.137060 -1.014549 2.082165 0.310 0.338 0.124
O 0.034620 -0.566540 0.377781 -0.193 -0.113 -0.066
H -1.946130 -2.393320 4.550586 -0.054 -0.012 0.288
H -3.341542 -3.036167 3.642611 -0.201 -0.142 0.120
H -1.683252 -3.418703 3.154025 0.156 -0.268 -0.033
H -1.256284 -1.054647 2.748506 0.162 0.254 -0.040
H -2.953346 -0.670988 2.982283 -0.252 0.145 -0.078
H -3.033833 -1.748808 -1.236698 0.007 -0.207 -0.333
H -1.176287 0.875253 1.742897 -0.161 -0.127 -0.027
H -0.251963 1.669036 0.150476 -0.223 0.206 0.039
H 0.633999 1.409092 -1.967486 -0.016 0.341 0.308
H 0.293691 -0.109706 -2.711404 -0.141 -0.106 -0.176
H 1.282414 -1.274612 -1.158111 -0.322 -0.588 0.455
H 2.163603 1.397579 -0.380008 0.049 0.025 0.036
H 3.126298 -0.025122 -0.595561 0.087 -0.200 -0.192
H 1.896406 1.352078 2.912164 0.073 0.030 0.562
H 1.220870 -1.137842 2.340695 -0.263 -0.555 -0.042
C 3.481988 3.210665 -3.154536 -0.020 0.131 0.506
O 2.889220 2.943284 -1.885476 0.165 0.088 -0.331
H 3.177390 2.425866 -3.833204 -0.063 -0.060 -0.034
H 3.141436 4.169799 -3.552598 0.031 -0.032 -0.119
H 4.575594 3.215013 -3.079227 -0.006 0.012 -0.102
H 3.150589 3.639443 -1.278724 -0.048 0.027 0.105
C 1.022854 -4.162682 1.628139 -0.015 0.009 0.140
O 0.768473 -3.584009 2.900520 -0.014 0.057 -0.052
H 0.804776 -3.405083 0.879017 -0.005 0.045 0.012
H 2.070892 -4.464455 1.536357 -0.005 0.015 -0.070
H 0.380493 -5.033136 1.458095 0.014 0.009 -0.055
H 0.958384 -4.248621 3.567574 -0.004 -0.144 0.031
C 4.237044 2.189753 -6.842208 -0.244 -0.022 0.029
O 3.062202 2.701084 -6.223514 0.216 0.007 -0.193
H 5.083752 2.735064 -6.433086 0.002 0.023 0.025
H 4.366497 1.125406 -6.627291 0.070 0.005 -0.022
H 4.212331 2.338047 -7.925557 0.072 -0.013 -0.005
H 2.310048 2.221921 -6.577783 -0.121 -0.009 0.036
C -6.063223 -1.131477 -3.241601 0.128 -0.105 0.162
O -5.588125 -2.168993 -2.399693 -0.058 0.054 -0.212
H -6.792577 -1.565921 -3.923638 -0.014 -0.015 -0.011
H -6.549560 -0.341998 -2.661434 -0.008 0.048 -0.061
H -5.250386 -0.692553 -3.828482 -0.048 0.058 -0.027
H -4.943704 -1.771930 -1.801075 -0.050 0.062 0.283
C 5.259916 1.061386 4.663165 -0.215 -0.057 -0.094
O 4.027247 0.368409 4.613195 0.181 0.057 0.013
H 5.660699 0.955604 5.670161 0.005 -0.003 0.019
H 5.981917 0.642309 3.954182 0.059 0.057 0.027
H 5.127371 2.127019 4.448626 0.085 0.009 0.001
H 3.677443 0.469299 3.716228 -0.111 -0.074 0.065
C 1.907253 -7.584421 4.474074 -0.046 0.164 0.115
O 1.039695 -6.459390 4.568750 0.068 -0.026 -0.100
H 1.859181 -7.947446 3.451308 -0.021 0.015 -0.030
H 2.939533 -7.307822 4.703783 0.022 -0.055 -0.036
H 1.589467 -8.383206 5.149567 0.030 -0.043 -0.039
H 1.077781 -6.135421 5.471237 -0.054 0.063 0.078
C -3.766268 3.174516 -4.758678 0.012 -0.014 0.246
O -3.920150 3.797437 -3.494984 -0.076 -0.065 -0.217
H -3.909718 3.936967 -5.522432 -0.004 0.022 -0.006
H -2.765820 2.745827 -4.869563 -0.014 -0.024 -0.070
H -4.510342 2.384827 -4.906289 0.027 -0.012 -0.082
H -3.785335 3.121387 -2.822890 0.093 0.081 0.191
```
Forces are in eV/Å.

## Properties
- net charge = -1
- E (eV) = -72536.070
- largest force on an atom (eV/A) = 1.15
- orbital gap (eV) = 6.98
- HOMO level (Eh) = -0.1745

=====

[2]
ORCA calculation (the ωB97M-V functional and the def2-TZVPD basis) on a cluster of 3 separate species, C15H43BrFN7O4P2S in total in a non-equilibrium geometry.

The geometry in XYZ format:
```
74
Properties=species:S:1:pos:R:3:forces:R:3
C -1.265761 -0.385869 -4.831326 0.176 -0.507 0.340
C -2.297249 -1.155290 -4.004151 -0.312 0.333 -0.262
C -3.418203 -1.711840 -4.895618 0.447 0.001 0.695
Br -3.222346 -3.641771 -5.119209 -0.052 0.000 -0.160
N -4.748842 -1.469868 -4.304529 -0.108 -0.372 -0.801
S -5.659386 -0.316991 -4.988719 -0.472 0.584 1.262
O -6.999167 -0.493173 -4.561307 -0.024 -0.323 -0.257
O -5.020143 0.936843 -4.825604 0.364 -0.109 -0.599
F -5.615550 -0.665125 -6.519786 0.087 -0.001 -0.032
H -0.650446 0.223208 -4.169447 -0.038 0.092 -0.082
H -1.762865 0.250282 -5.564025 0.115 0.099 0.029
H -0.591501 -1.080035 -5.338643 -0.070 0.099 -0.185
H -1.851559 -1.963138 -3.427510 0.065 0.113 0.074
H -2.772866 -0.478986 -3.293009 0.029 -0.051 0.039
H -3.342710 -1.302580 -5.900338 -0.199 -0.001 0.003
H -5.294197 -2.313741 -4.165785 -0.013 0.044 0.053
O -2.435130 -0.776781 -0.556106 0.971 2.266 0.081
P -2.557610 -0.917845 0.908408 -2.084 -3.731 1.008
N -1.367385 -2.050106 1.332148 0.153 -0.167 -0.405
C -1.370571 -2.882460 2.517487 0.157 0.280 0.397
C -0.019926 -1.738575 0.852619 0.063 0.159 -0.420
N -4.157473 -1.560184 1.089919 0.299 -0.280 -0.330
C -4.402647 -2.865737 1.679409 -0.119 0.063 0.387
C -4.952820 -1.456981 -0.136227 -0.105 0.139 -0.124
N -2.625475 0.054188 2.254556 0.642 1.452 -0.730
C -1.431540 0.844635 2.550057 0.168 -0.159 0.057
C -3.653762 0.081075 3.282322 -0.203 0.111 -0.016
H -1.184571 -2.333991 3.454480 -0.015 0.018 -0.021
H -0.580757 -3.628969 2.420100 0.078 0.097 -0.043
H -2.286605 -3.445430 2.625643 -0.061 0.067 0.023
H 0.435947 -0.887262 1.369200 0.114 -0.096 0.033
H -0.044121 -1.503368 -0.210634 -0.069 0.069 0.027
H 0.641814 -2.596373 0.973550 -0.106 -0.066 0.090
H -3.915201 -3.682766 1.131175 -0.008 -0.010 0.020
H -5.478215 -3.056723 1.681528 0.004 0.029 -0.111
H -4.102041 -2.904591 2.725566 0.048 0.053 -0.011
H -4.702191 -2.235246 -0.867948 0.029 0.024 -0.005
H -4.820604 -0.492624 -0.617371 0.052 -0.012 0.009
H -6.010061 -1.557462 0.122512 0.031 -0.045 0.079
H -0.710399 0.291867 3.162644 -0.002 0.021 0.026
H -1.698940 1.755765 3.085825 -0.083 -0.002 -0.035
H -0.929959 1.150347 1.629975 0.016 -0.076 -0.012
H -3.511163 -0.719370 4.015410 -0.053 -0.021 0.000
H -4.648642 0.009541 2.857138 0.025 -0.171 -0.063
H -3.602920 1.031477 3.817406 0.128 0.008 -0.040
O 3.017671 0.072299 0.597263 -2.474 1.473 -0.328
P 3.760909 1.325378 0.863607 4.685 -1.459 1.204
N 4.671358 1.565457 -0.556363 -0.222 -0.272 -0.227
C 5.930721 2.276346 -0.638483 -0.078 0.521 0.013
C 3.893246 1.626001 -1.790958 -0.223 -0.341 -0.060
N 4.744413 0.815625 2.207748 0.136 -0.293 -0.400
C 6.194717 0.763377 2.120208 0.129 0.354 0.184
C 4.285306 -0.435887 2.814217 -0.142 -0.075 0.104
N 3.603395 2.884435 1.427514 -1.908 0.134 -0.396
C 2.813495 3.799967 0.603589 0.143 0.029 -0.204
C 4.300957 3.509967 2.540593 -0.102 -0.012 0.282
H 5.845295 3.366147 -0.505018 -0.023 -0.015 0.019
H 6.362424 2.106553 -1.626127 -0.118 0.015 -0.048
H 6.661960 1.900637 0.063759 -0.053 0.030 0.073
H 3.301389 2.545391 -1.886312 0.078 0.033 -0.063
H 3.210685 0.778000 -1.843731 -0.024 0.026 0.077
H 4.556714 1.567579 -2.654384 0.069 -0.014 0.058
H 6.552336 0.086629 1.332912 0.026 0.007 0.011
H 6.595227 0.411153 3.073602 -0.067 -0.083 -0.012
H 6.632079 1.750366 1.972284 -0.060 0.020 -0.040
H 4.582925 -1.319670 2.238074 -0.034 0.005 -0.017
H 3.204517 -0.454310 2.918470 0.006 0.015 -0.044
H 4.717764 -0.517176 3.815152 0.070 0.065 -0.032
H 3.420788 4.292572 -0.163875 0.001 0.036 0.017
H 2.358891 4.575400 1.219991 -0.004 -0.053 0.064
H 1.998822 3.271966 0.104616 0.044 -0.032 -0.034
H 5.300655 3.845313 2.248064 0.026 -0.028 0.035
H 4.376492 2.844789 3.393033 0.110 -0.116 -0.090
H 3.740579 4.387705 2.868803 -0.055 0.006 -0.133
```
Forces are in eV/Å.

## Properties
- net charge = 0
- E (eV) = -137046.209
- largest force on an atom (eV/A) = 5.05
- orbital gap (eV) = 8.79
- HOMO level (Eh) = -0.3027
- structure (SMILES) = CC[C@@H](Br)NS(=O)(=O)F.CN(C)P(=O)(N(C)C)N(C)C.CN(C)P(=O)(N(C)C)N(C)C

=====

[3]
ORCA calculation (the ωB97M-V functional and the def2-TZVPD basis) on a cluster of 7 separate species, C15H44Br2N4O8P in total in a non-equilibrium geometry.

The geometry in XYZ format:
```
74
Properties=species:S:1:pos:R:3:forces:R:3
N -0.663565 -4.203900 0.997725 -0.307 0.172 0.585
C -1.923197 -3.988195 0.543884 -0.020 -0.197 0.042
N -2.820283 -4.994410 0.630653 0.300 -0.254 -0.872
Br -2.240097 -6.762062 0.456751 -0.042 0.203 0.362
N -2.265480 -2.802212 0.051156 0.172 0.172 0.403
C -3.649345 -2.567512 -0.336165 0.071 -0.151 -0.230
C -4.580974 -2.672120 0.862123 -0.165 0.046 0.214
O -4.386187 -2.142987 1.903870 0.057 -0.129 -0.158
Br -6.112685 -3.790598 0.527836 -0.069 0.110 0.049
P -1.159270 -1.330288 -0.287809 -0.361 0.611 -0.297
N -0.474880 -0.997190 1.228399 0.108 -1.073 -0.195
O 0.051525 -2.050464 -1.077218 0.045 0.118 0.431
H -0.268873 -3.390210 1.451412 0.103 0.119 -0.230
H -0.594477 -4.994719 1.628635 0.087 -0.226 -0.294
H -3.664182 -4.904489 0.077588 -0.096 0.115 0.171
H -3.967502 -3.221086 -1.148093 -0.013 -0.063 0.020
H -3.726217 -1.543669 -0.709458 0.031 0.027 0.017
H -1.044899 -1.219203 2.038131 -0.049 0.344 0.065
H 0.468059 -1.354123 1.349852 0.124 0.320 0.217
H 0.694100 -2.496977 -0.509514 0.182 -0.172 -0.240
C -4.308250 -4.721126 5.852783 -0.074 0.009 -0.055
C -3.489798 -5.187953 4.667252 -0.050 0.067 0.023
O -4.053016 -4.769383 3.422151 0.186 0.044 -0.100
H -5.329305 -5.094506 5.777131 0.010 -0.022 0.016
H -3.875105 -5.074902 6.788473 0.013 0.002 0.002
H -4.351530 -3.630275 5.889144 0.034 0.000 0.023
H -3.458313 -6.275848 4.623313 0.001 -0.010 -0.006
H -2.458450 -4.826079 4.751277 0.030 -0.031 0.023
H -4.086197 -3.805887 3.413429 -0.142 -0.024 0.125
C 3.704733 -0.723550 -2.160023 0.049 -0.076 -0.040
C 2.898433 -0.508901 -3.424859 -0.083 -0.053 0.147
O 2.079773 -1.637868 -3.717154 -0.023 0.074 0.017
H 4.331257 -1.611017 -2.254261 0.022 0.018 -0.033
H 4.341064 0.132645 -1.940629 -0.006 -0.007 0.070
H 3.038581 -0.871422 -1.304612 0.001 0.096 0.018
H 3.546818 -0.370183 -4.288466 0.000 -0.017 -0.007
H 2.274066 0.387686 -3.324010 0.054 0.044 -0.053
H 1.499167 -1.757486 -2.959124 -0.105 -0.065 -0.048
C 6.201694 3.676330 -0.874573 0.025 -0.055 -0.008
C 4.910847 2.889203 -0.985491 0.040 0.118 0.222
O 4.766164 1.960304 0.089875 -0.113 0.023 -0.126
H 7.056002 2.999723 -0.865818 0.004 0.001 -0.028
H 6.313014 4.370092 -1.708514 -0.011 0.009 0.002
H 6.222894 4.253160 0.052766 -0.019 0.040 -0.022
H 4.894430 2.303691 -1.903930 -0.016 -0.030 0.013
H 4.049145 3.566286 -1.000710 0.012 0.018 -0.105
H 4.764402 2.472618 0.904737 0.052 -0.078 0.043
C 0.539815 3.004719 3.589757 -0.069 -0.069 0.014
C 1.491308 1.839638 3.778022 -0.013 0.003 -0.026
O 0.874181 0.586528 3.477520 -0.024 -0.048 -0.171
H -0.341080 2.881158 4.219811 0.012 0.016 0.023
H 1.022777 3.947680 3.847815 0.012 0.002 -0.005
H 0.202161 3.068694 2.552176 0.017 0.031 0.004
H 1.813219 1.769322 4.815618 0.019 -0.011 -0.002
H 2.384243 1.968386 3.156804 0.028 0.010 0.037
H 0.593926 0.618510 2.555064 -0.061 0.083 0.035
C -0.075404 3.610845 -0.756764 -0.062 -0.095 0.101
C 0.840135 2.438741 -0.477281 -0.081 0.089 -0.120
O 0.215203 1.196424 -0.837307 0.065 -0.197 -0.048
H -1.009994 3.503406 -0.203220 0.022 0.025 0.049
H 0.396855 4.549861 -0.463651 0.015 0.002 -0.006
H -0.318822 3.665499 -1.817950 0.045 0.060 0.030
H 1.077949 2.363812 0.583871 0.017 -0.095 -0.012
H 1.781034 2.551274 -1.023092 0.043 -0.074 0.051
H 0.004164 1.243637 -1.776614 -0.002 0.073 0.011
C -0.893495 4.456011 -6.231697 0.083 0.024 0.059
C -1.490887 3.807777 -4.999096 -0.028 0.099 -0.027
O -1.000876 4.386585 -3.789090 -0.053 -0.025 -0.158
H 0.193639 4.377900 -6.214037 0.000 -0.020 -0.015
H -1.263313 3.980182 -7.140297 -0.015 0.000 0.000
H -1.152972 5.516010 -6.274874 -0.034 -0.008 -0.025
H -1.220017 2.752926 -4.951620 -0.011 -0.007 0.011
H -2.583136 3.874950 -5.025862 -0.006 -0.061 -0.008
H -1.234674 5.320597 -3.793922 0.034 0.005 0.031
```
Forces are in eV/Å.

## Properties
- net charge = +1
- E (eV) = -187975.917
- largest force on an atom (eV/A) = 1.10
- orbital gap (eV) = 8.23
- HOMO level (Eh) = -0.4454